Entry from the OMol25 dataset: a 2-piece molecular cluster, C6H16N3S overall (ωB97M-V/def2-TZVPD).

Values from the calculation:
LUMO level in eV: -3.66
Molar mass in g mol⁻¹: 162.28
HOMO energy in eV: -12.4

Geometry as ORCA input:
```
! wB97M-V def2-TZVPD RIJCOSX def2/J DEFGRID3
* xyz 1 1
H 3.909 0.589 -0.903
N 2.030 0.259 0.048
C 0.451 -1.337 -0.347
C -1.402 1.021 1.806
H -1.425 2.480 -1.939
N 1.611 -0.975 0.145
H -2.022 2.547 0.177
H -1.669 0.719 -2.297
H 1.398 0.930 0.503
N -0.901 0.948 -0.460
C 3.385 0.595 0.141
H -0.278 -0.600 -0.803
H -0.104 1.565 -2.502
C -1.776 -2.836 -0.266
H -2.318 -3.314 0.506
H -2.133 1.389 2.454
H -0.435 1.296 2.391
H -2.005 -3.322 -1.232
H 3.866 -0.231 0.804
C -0.952 1.435 -1.835
S -0.067 -2.869 0.259
H 3.463 1.526 0.826
H -2.006 -1.804 -0.148
H -1.517 -0.007 1.688
H 2.298 -1.672 0.549
C -1.401 1.670 0.435
*
```

Partial charges, Löwdin, in e: 0.121 -0.148 -0.349 -0.040 0.105 -0.073 0.136 0.095 0.135 -0.116 -0.092 0.072 0.078 -0.349 0.031 0.052 0.120 0.075 0.104 -0.106 0.960 0.126 0.011 0.040 0.186 -0.173

Entry from the OMol25 dataset: an isolated ion of composition C5H14N3 and charge +1 (ωB97M-V/def2-TZVPD).

Values from the calculation:
LUMO level in eV: -3.41
Molar mass in g mol⁻¹: 116.19
HOMO energy in eV: -12.8

Geometry as ORCA input:
```
! wB97M-V def2-TZVPD RIJCOSX def2/J DEFGRID3
* xyz 1 1
H 1.424 2.220 0.129
H -1.517 -0.104 -1.837
N -0.560 -0.141 -1.529
N 0.769 -3.195 1.402
H 1.341 -0.830 0.566
H 1.790 0.571 -0.700
H 0.411 -3.990 1.856
H -1.446 0.053 1.161
H -0.932 2.235 -1.752
H 1.745 -3.250 1.016
N 0.469 -0.934 1.024
C -0.359 0.308 0.909
C -0.002 -2.129 1.264
H -0.005 1.007 1.637
H 1.318 1.816 -1.668
H -0.845 2.822 -0.075
C 1.138 1.477 -0.709
H 0.124 -0.321 -2.311
H -0.962 -2.324 1.592
H -2.369 1.717 -0.734
C -1.260 2.048 -0.745
C -0.274 0.943 -0.498
*
```

Partial charges, Löwdin, in e: 0.136 0.063 0.052 0.184 0.127 0.081 0.113 0.159 0.082 0.170 0.096 -0.088 -0.113 0.118 0.062 0.100 -0.039 0.108 0.143 0.131 -0.040 -0.644

Entry from the OMol25 dataset: C5H10NS as an isolated structure (ωB97M-V/def2-TZVPD).

Values from the calculation:
LUMO level (spin up / spin down) in eV: -5.71 / -5.53
Molar mass in g mol⁻¹: 116.21
HOMO energy (spin up / spin down) in eV: -13.5 / -13.7

Geometry as ORCA input:
```
! wB97M-V def2-TZVPD RIJCOSX def2/J DEFGRID3
* xyz 1 1
N -0.536 -0.354 -0.626
H 1.522 -0.345 2.063
H -1.157 1.088 1.642
H -0.742 2.132 0.273
H -1.408 -0.618 -0.144
C -0.778 0.268 -1.920
C 0.808 -0.777 1.368
H 1.257 0.637 -0.200
H 1.279 -1.625 0.877
H 0.345 1.996 1.646
C -0.343 1.444 1.014
H -0.152 1.066 -2.291
C -0.042 -1.531 -1.447
S -1.375 -1.143 -2.751
C 0.386 0.280 0.359
H -0.044 -1.133 1.941
H 0.979 -1.384 -1.802
*
```

Partial charges, Löwdin, in e: -0.221 0.104 0.097 0.088 0.185 -0.307 -0.023 0.159 0.085 0.103 -0.023 0.118 -0.139 0.966 -0.376 0.099 0.085

Entry from the OMol25 dataset: a 2-piece molecular cluster, C2H4NO3P overall (ωB97M-V/def2-TZVPD).

Values from the calculation:
LUMO level in eV: 7.33
Molar mass in g mol⁻¹: 121.03
HOMO energy in eV: 1.2

Geometry as ORCA input:
```
! wB97M-V def2-TZVPD RIJCOSX def2/J DEFGRID3
* xyz -2 1
H 0.158 2.144 1.198
H -1.149 1.782 -0.862
N -0.806 0.232 0.731
C 0.370 1.054 0.860
O 2.536 -2.176 -1.422
O -2.030 0.455 1.277
O 0.278 -2.530 -0.371
C -0.394 1.055 -0.407
H -0.613 -0.739 0.418
H 0.005 0.621 -1.236
P 1.647 -1.898 -0.187
*
```

Partial charges, Löwdin, in e: 0.015 0.094 -0.366 -0.258 -0.682 -0.381 -0.618 -0.310 0.067 0.007 0.430

Entry from the OMol25 dataset: a 2-piece molecular cluster, C3H9N2O2 overall (ωB97M-V/def2-TZVPD).

Values from the calculation:
LUMO level in eV: 4.22
Molar mass in g mol⁻¹: 105.12
HOMO energy in eV: -3.8

Geometry as ORCA input:
```
! wB97M-V def2-TZVPD RIJCOSX def2/J DEFGRID3
* xyz -1 1
H -2.845 -0.880 1.907
H 2.612 1.075 -1.419
H -0.310 1.239 -0.224
C 2.147 0.112 -1.672
N -2.029 -0.380 1.595
H -0.186 0.905 -1.941
H 0.981 -1.191 -0.685
H 1.711 0.245 -2.676
H -1.547 -0.458 3.577
O -0.269 0.749 2.572
H 2.935 -0.642 -1.660
C -1.224 -0.004 2.611
O -1.199 -0.527 -0.800
H -1.672 -0.454 0.437
N 1.120 -0.188 -0.678
C -0.224 0.399 -0.943
*
```

Partial charges, Löwdin, in e: 0.039 0.058 0.090 -0.190 0.049 0.084 0.078 0.053 0.088 -0.063 0.057 -0.522 -0.266 0.033 -0.117 -0.473

Entry from the OMol25 dataset: an isolated molecule of C7H13N3O3S (ωB97M-V/def2-TZVPD).

Values from the calculation:
LUMO level in eV: 0.53
Molar mass in g mol⁻¹: 219.27
HOMO energy in eV: -8.6

Geometry as ORCA input:
```
! wB97M-V def2-TZVPD RIJCOSX def2/J DEFGRID3
* xyz 0 1
N -1.355 -0.830 0.185
C -0.199 -1.273 0.947
C -1.890 0.698 -1.599
C -0.787 1.011 1.906
H 0.518 -1.598 0.128
H 2.852 -1.398 2.284
N -1.822 0.401 -4.296
H 1.154 0.530 0.900
C -1.480 0.505 -0.298
C 2.391 -0.548 2.744
H -2.580 0.937 -4.757
H -1.948 1.729 -2.021
O 1.010 -0.339 2.790
H -1.823 -1.536 -0.427
O -3.744 -0.691 -2.809
H -0.547 1.852 2.616
S -2.347 -0.552 -2.821
H 0.036 0.556 -3.426
H -0.890 2.201 -5.543
H -1.569 0.345 2.354
N -0.178 1.829 -4.975
C 0.364 -0.005 1.662
H 2.722 0.270 2.064
O -1.230 1.441 0.640
C -0.602 0.870 -4.278
H 2.673 -0.531 3.745
H -0.361 -1.988 1.705
*
```

Partial charges, Löwdin, in e: 0.015 -0.104 -0.217 -0.093 0.145 0.083 -0.165 0.191 -0.350 -0.071 0.129 0.096 -0.141 0.129 -0.465 0.158 0.872 0.118 0.010 0.146 0.082 -0.371 0.101 0.000 -0.484 0.075 0.113

Entry from the OMol25 dataset: an isolated ion of composition C5H10 and charge +1 (ωB97M-V/def2-TZVPD).

Values from the calculation:
LUMO level (spin up / spin down) in eV: -5.99 / -7.31
Molar mass in g mol⁻¹: 70.13
HOMO energy (spin up / spin down) in eV: -16.3 / -16.6

Geometry as ORCA input:
```
! wB97M-V def2-TZVPD RIJCOSX def2/J DEFGRID3
* xyz 1 2
H -0.563 1.480 2.000
H 1.599 0.059 -1.637
H 0.594 1.110 -0.273
H 1.123 0.752 2.103
H -0.228 -0.269 2.304
C -1.363 0.118 -0.216
C 0.102 0.642 1.777
H -1.980 0.978 0.169
H -1.839 -0.786 0.174
H 1.991 -1.663 -1.220
C 0.067 0.356 0.283
C 1.207 -0.946 -1.459
C 0.164 -0.954 -0.321
H -1.554 0.270 -1.287
H 0.680 -1.147 -2.397
*
```

Partial charges, Löwdin, in e: 0.102 0.100 0.147 0.093 0.106 -0.033 -0.009 0.171 0.135 0.113 -0.371 0.003 0.210 0.129 0.104

Entry from the OMol25 dataset: an isolated molecule of C5H7FN2 (ωB97M-V/def2-TZVPD).

Values from the calculation:
LUMO level in eV: 1.00
Molar mass in g mol⁻¹: 114.12
HOMO energy in eV: -9.6

Geometry as ORCA input:
```
! wB97M-V def2-TZVPD RIJCOSX def2/J DEFGRID3
* xyz 0 1
H -2.294 -0.234 0.963
H 3.089 0.517 1.162
C 2.282 0.143 0.508
C 0.244 -0.305 -0.260
H -3.167 0.587 -0.513
N 1.940 -1.165 0.518
H -1.719 1.383 0.608
C -1.134 -0.154 -0.898
N 0.701 -1.436 0.101
C 1.193 0.732 0.028
H 2.353 -1.787 1.132
H -1.445 -1.058 -1.298
F -1.071 0.563 -2.024
C -2.167 0.442 0.089
H 1.195 1.772 -0.115
*
```

Partial charges, Löwdin, in e: 0.077 0.135 -0.104 -0.267 0.112 -0.031 0.103 -0.385 0.104 -0.040 0.118 0.115 0.012 -0.038 0.091

no.,energy (eV)
1,-21777.00591
2,-9875.50508
3,-17661.51187
4,-19055.23044
5,-10332.46929
6,-28913.34484
7,-5334.97171
8,-10994.82931